Entry 1:
This record from OMol25 describes one molecule with the formula C2H3NOS in a non-equilibrium geometry. The level of theory is wB97M-V/def2-TZVPD.

Element x y z (Å)
S1 1.5826 1.2950 -0.7230
O1 0.8360 2.4030 -1.3195
N1 -1.2671 -0.0412 0.1012
C1 0.7325 0.1132 0.0582
C2 -0.1795 -0.7895 0.6978
H1 -1.3093 -0.2202 -0.9329
H2 -0.1270 -1.8489 0.2975
H3 -0.2682 -0.9114 1.8206

Results
ΔE to the lowest compared entry with this formula, charge and spin, eV: 5.065
HOMO-LUMO gap (alpha / beta), eV: 8.7603 / 8.7595
Net charge: 0
E_tot, Ha: -606.00121
F_max, hartree/bohr: 0.0761



Entry 2:
This record from OMol25 describes one molecule with the formula C3H6N2 in a non-equilibrium geometry. The level of theory is wB97M-V/def2-TZVPD.

Element x y z (Å)
N1 -1.3224 2.4284 -0.1308
N2 -0.9228 -1.0405 0.1177
C1 1.1650 -0.1270 0.1761
C2 -0.1886 0.0628 -0.4524
C3 -0.8126 1.3967 -0.2665
H1 0.1976 -0.0187 -1.4793
H2 1.7946 0.7553 -0.0399
H3 -0.4501 -1.0896 1.0908
H4 1.5858 -1.0249 -0.2980
H5 0.8982 -0.4922 1.2792
H6 -1.9331 -0.8780 0.0908

Results
ΔE to the lowest compared entry with this formula, charge and spin, eV: 1.589
HOMO-LUMO gap, eV: 11.1978
Net charge: 0
E_tot, Ha: -227.36643
F_max, hartree/bohr: 0.0606



Entry 3:
This record from OMol25 describes C40H38N4O6P2PbS3 as an isolated structure. The level of theory is wB97M-V/def2-TZVPD.

Element x y z (Å)
Pb1 0.9708 0.1745 -0.4183
S1 3.0529 -2.5765 -1.8425
S2 4.3250 0.7319 -1.5633
S3 1.8192 1.3513 2.3247
P1 -2.3891 0.5253 1.0737
P2 -2.9109 2.5747 -1.7615
O1 3.8879 0.4584 -2.9053
O2 2.6577 -3.7645 -1.1025
O3 2.0662 -1.4931 -1.6644
O4 3.4198 -2.7853 -3.2123
O5 5.3055 1.7730 -1.3882
O6 3.1908 0.9273 -0.6041
N1 2.1018 -1.3381 1.2858
N2 3.2674 -0.8236 1.8294
N3 -0.1600 -2.1465 0.1790
N4 4.4616 1.0726 2.2652
C1 0.2247 -4.4000 0.8340
C2 -1.3847 1.8168 -2.4543
C3 -4.5216 -0.8385 2.4144
C4 -3.6423 5.3263 -4.6705
C5 2.7088 -3.5523 2.1693
C6 -1.3329 1.3963 3.5898
C7 -2.1871 5.2992 -2.3109
C8 -0.3912 -0.1351 5.1896
C9 -0.1895 2.5108 -2.6484
C10 -6.2881 -1.9521 1.2164
C11 -1.3473 -0.9567 3.1435
C12 -5.6977 -1.5916 0.0131
C13 0.5949 -3.0642 0.7852
C14 -0.6965 1.1572 4.8033
C15 -1.2960 -2.5201 -0.3965
C16 -0.9680 -4.7841 0.2448
C17 0.9110 1.8865 -3.2234
C18 6.4270 -2.8750 0.3306
C19 -3.9167 -0.4770 1.2135
C20 -2.8956 4.1593 -2.6867
C21 1.8544 -2.5840 1.4227
C22 3.2537 0.5147 2.1063
C23 6.2919 -0.5510 -0.2301
C24 5.2444 -3.0931 -0.3600
C25 -1.4518 0.4849 -2.8614
C26 5.0936 -0.7586 -0.9099
C27 -0.3503 -0.1481 -3.4291
C28 -1.6751 0.3453 2.7474
C29 -3.0786 2.2469 1.0222
C30 -2.2076 6.4393 -3.1022
C31 -2.4204 3.1236 -0.0512
C32 -3.6267 4.1915 -3.8737
C33 6.9561 -1.5962 0.3960
C34 -4.5166 -0.8646 0.0147
C35 -5.6983 -1.5746 2.4144
C36 -1.7504 -3.8289 -0.3807
C37 0.8356 0.5523 -3.6127
C38 -2.9333 6.4545 -4.2843
C39 -0.7207 -1.1956 4.3530
C40 4.5575 -2.0502 -0.9797
H1 -4.0681 -0.5506 3.3548
H2 5.2647 0.6365 1.8340
H3 -0.4082 -1.1897 -3.7190
H4 -4.1913 3.3157 -4.1733
H5 -0.4848 -2.2117 4.6451
H6 4.4714 2.0775 2.3175
H7 -1.5322 2.4215 3.3083
H8 -1.6039 5.3070 -1.3982
H9 -2.6892 -4.0833 -0.8523
H10 7.8872 -1.4110 0.9162
H11 1.8431 2.4219 -3.3506
H12 3.1630 -4.2404 1.4536
H13 -1.3335 3.1577 0.0663
H14 0.8695 -5.1319 1.2962
H15 0.1076 -0.3193 6.1322
H16 4.1227 -1.2256 1.4559
H17 -4.2139 5.3314 -5.5897
H18 -1.5990 -1.7923 2.4990
H19 -4.0610 -0.5749 -0.9271
H20 -1.8647 -1.7332 -0.8784
H21 -0.1169 3.5535 -2.3594
H22 3.4868 -3.0455 2.7326
H23 -3.0180 2.7183 2.0029
H24 -2.3831 -0.0584 -2.7373
H25 -4.1426 2.1454 0.7999
H26 -1.2758 -5.8211 0.2654
H27 -6.1548 -1.8780 -0.9256
H28 -7.2070 -2.5242 1.2204
H29 2.1002 -4.1318 2.8641
H30 -1.6501 7.3153 -2.7960
H31 -0.4320 1.9923 5.4390
H32 6.6977 0.4523 -0.2241
H33 4.8292 -4.0886 -0.4326
H34 6.9370 -3.7060 0.8007
H35 1.7112 0.0588 -4.0108
H36 -6.1584 -1.8504 3.3549
H37 -2.7909 4.1443 0.0635
H38 -2.9469 7.3435 -4.9015

Results
ΔE to the lowest compared entry with this formula, charge and spin, eV: 0.357
HOMO-LUMO gap, eV: 7.7903
Net charge: 0
E_tot, Ha: -4287.74626
F_max, hartree/bohr: 0.0049



Entry 4:
This record from OMol25 describes C23H44LiO18 as an isolated structure in a non-equilibrium geometry. The level of theory is wB97M-V/def2-TZVPD.

Element x y z (Å)
O1 0.3119 -0.0420 -4.1601
O2 -5.0513 2.5177 -2.6421
O3 0.2912 -0.9244 -6.2321
O4 3.2940 4.6357 0.6285
O5 -1.0064 -5.3475 -1.0830
O6 2.6070 -1.2298 0.3110
O7 -1.4809 -3.1803 -0.4399
O8 -1.0911 1.6858 5.1427
O9 1.7996 3.3893 -0.5317
O10 4.3442 -1.8021 1.7255
O11 -0.3168 -4.6514 0.8781
O12 1.3232 5.3827 0.2195
O13 -3.4610 1.4731 -1.4266
O14 -1.0126 1.1113 2.8683
O15 -5.7620 1.3879 -1.0737
O16 4.2820 -2.7016 -0.2400
O17 -2.2810 -0.0896 4.3505
O18 1.6633 0.7773 -5.7914
C1 -1.9704 -1.8244 -5.8249
C2 -1.4252 0.9466 4.0384
C3 -6.4060 -0.7525 -0.2221
C4 -0.4705 2.9922 4.9452
C5 4.0257 -2.7198 -1.7034
C6 0.6879 -0.0445 -5.3068
C7 2.3284 1.6451 -4.9866
C8 3.9248 -1.0457 2.8061
C9 0.0439 5.6958 -0.3463
C10 3.7402 -2.1107 3.9640
C11 -0.0496 -6.3209 -0.6294
C12 -2.6937 -0.4588 5.6577
C13 5.5046 4.1207 1.2799
C14 0.0965 -6.0330 0.8406
C15 3.6597 -1.8787 0.5555
C16 4.3191 3.6475 0.5748
C17 -5.7663 0.5638 0.1303
C18 -0.4644 -2.0756 -5.8455
C19 -1.8276 -1.6261 6.1532
C20 -4.6682 1.6941 -1.6949
C21 -4.1645 2.8670 -3.6499
C22 -0.9721 -4.2965 -0.2548
C23 2.0733 4.3981 0.0784
Li1 -0.3162 0.3924 -0.8529
H1 4.2128 -1.7068 -2.0597
H2 5.9425 4.9688 0.7535
H3 -2.0691 -2.5678 5.6604
H4 -0.1383 -2.4745 -4.8849
H5 -2.6326 -2.6532 -5.5749
H6 -4.0138 1.9915 -4.2815
H7 -6.4657 1.0782 0.7893
H8 -2.3229 -1.1388 -5.0543
H9 -0.2893 6.6574 0.0441
H10 -0.4056 -7.3503 -0.6705
H11 4.7161 -2.5515 4.1674
H12 4.5924 -3.4951 -2.2192
H13 -0.5620 -6.5982 1.5001
H14 2.5139 1.2245 -3.9982
H15 6.2806 3.3624 1.3841
H16 4.4437 3.4382 -0.4876
H17 3.9863 2.7695 1.1284
H18 3.5367 -1.6480 4.9297
H19 0.5626 3.0723 4.6070
H20 -0.8009 -1.3992 5.8658
H21 -3.1551 3.1374 -3.3400
H22 4.7883 -0.5216 3.2159
H23 -6.6029 -1.3843 0.6441
H24 -1.7954 -1.8845 7.2117
H25 2.9506 -2.7056 -1.8823
H26 5.2675 4.3640 2.3156
H27 3.1039 -2.9534 3.6935
H28 -4.6155 3.6752 -4.2256
H29 0.1224 5.6763 -1.4333
H30 -7.2555 -0.8401 -0.8995
H31 1.0953 -6.1748 1.2534
H32 -0.4423 3.5230 5.8968
H33 -0.2348 -2.8767 -6.5480
H34 1.7440 2.5309 -4.7379
H35 -5.6683 -1.2446 -0.8558
H36 -0.7798 5.0131 -0.1376
H37 3.1355 -0.3666 2.4837
H38 -2.3007 -1.4603 -6.7977
H39 0.9321 -6.3102 -1.1030
H40 3.2425 1.8683 -5.5367
H41 -1.1319 3.6096 4.3373
H42 -3.7532 -0.7097 5.6077
H43 -4.7765 0.5929 0.5859
H44 -2.6200 0.2938 6.4428

Results
ΔE to the lowest compared entry with this formula, charge and spin, eV: 1.950
HOMO-LUMO gap, eV: 9.9451
Net charge: +1
E_tot, Ha: -2264.39191
F_max, hartree/bohr: 0.0987



Entry 5:
This record from OMol25 describes one molecule with the formula C5H5NO in a non-equilibrium geometry. The level of theory is wB97M-V/def2-TZVPD.

Element x y z (Å)
O1 -2.0164 -1.3965 -0.1457
N1 1.4659 -1.3737 -1.7979
C1 -1.7575 -0.7570 0.8503
C2 -0.6845 0.2612 0.8865
C3 -0.1232 0.7259 -0.2317
C4 1.3773 0.8189 -0.3627
C5 1.5414 -0.3880 -1.1964
H1 1.7964 1.7086 -0.8402
H2 -0.6581 0.7316 -1.1793
H3 -2.2096 -1.0187 1.8247
H4 -0.1874 0.4106 1.8419
H5 1.8835 0.6394 0.5923

Results
ΔE to the lowest compared entry with this formula, charge and spin, eV: 1.989
HOMO-LUMO gap, eV: 9.8240
Net charge: 0
E_tot, Ha: -323.44658
F_max, hartree/bohr: 0.0225



Entry 6:
This record from OMol25 describes C32H92N8O12Sr2 as an isolated structure in a non-equilibrium geometry. The level of theory is wB97M-V/def2-TZVPD.

Element x y z (Å)
Sr1 0.5471 -2.6572 -2.0850
Sr2 -0.3619 0.0617 0.1744
O1 -6.2182 1.3316 -1.1916
O2 4.8899 -5.2987 2.1314
O3 -2.3922 3.0997 -4.0580
O4 -1.2182 -0.8366 -2.0531
O5 -1.6387 -4.3101 -2.0294
O6 -4.6118 5.2555 1.9891
O7 1.5471 -0.4523 -1.3196
O8 -0.0359 -2.3506 0.4453
O9 1.8423 0.0805 3.6910
O10 -1.3838 2.2429 0.3985
O11 6.1210 -0.3645 0.2321
O12 1.7677 4.6275 2.9683
N1 4.2467 -0.5105 -2.4777
N2 -1.1435 0.0199 2.8752
N3 -3.2113 0.4132 0.6644
N4 0.4023 0.8375 -3.7516
N5 1.1928 1.9221 1.6007
N6 2.4061 -3.3029 0.1954
N7 -2.0096 3.1120 3.0571
N8 -1.1622 -2.5868 -4.1993
C1 5.0273 -6.7323 2.0483
C2 -1.7186 -4.7077 -5.1439
C3 2.7259 -4.3326 1.1574
C4 3.1905 0.0645 3.2205
C5 4.7913 -1.4727 -1.4938
C6 -6.7552 2.6041 -1.5070
C7 1.0742 -1.0601 3.4912
C8 -4.2574 0.1829 -0.3138
C9 2.3580 2.8583 -0.3403
C10 2.1798 2.9766 1.2261
C11 -2.0171 -4.7437 -0.7351
C12 6.0762 -2.0588 -2.1511
C13 4.8325 -0.7824 -0.0701
C14 3.0894 4.8865 3.4377
C15 -2.8298 4.2918 3.0911
C16 -3.2990 2.7875 -2.9638
C17 -3.8013 4.1246 1.9448
C18 -1.8370 5.4126 2.9705
C19 0.7021 3.1812 -3.9741
C20 -1.1447 -2.2738 3.7077
C21 -2.7092 -3.8301 -2.8574
C22 -0.3899 -0.8953 3.7507
C23 -0.2449 2.0861 -3.4757
C24 1.7156 -5.4292 0.9805
C25 -5.1888 1.3782 -0.2568
C26 -2.1967 -3.4797 -4.3352
C27 1.6318 4.3171 1.5934
C28 6.8925 -1.3577 0.7941
C29 -1.5716 2.0014 -4.3397
C30 4.2355 -4.7040 0.9544
C31 -5.0576 -1.0478 0.1057
C32 -5.3000 5.5083 0.7855
H1 -0.3145 0.1610 -3.5312
H2 5.6457 -7.2279 2.7967
H3 -1.4571 -1.7522 -3.7129
H4 -0.8362 -2.3911 -5.1350
H5 0.6788 -5.1743 1.1999
H6 2.9086 3.7308 -0.6923
H7 4.2606 -1.3660 0.6514
H8 1.5527 3.2260 -3.2940
H9 1.1709 0.7849 -3.0986
H10 4.1784 0.0888 -0.0335
H11 -3.9697 1.9650 -3.2122
H12 7.3445 -2.0023 0.0403
H13 2.1721 0.2969 -1.2699
H14 1.8067 -6.1185 0.1411
H15 -4.7247 2.3572 -0.3759
H16 -2.2075 -2.0999 3.8760
H17 -0.0988 -2.7965 1.3123
H18 -1.1094 -5.3612 -4.5194
H19 3.5836 5.5231 2.7039
H20 -2.1513 1.0846 -4.2327
H21 7.7101 -0.9102 1.3593
H22 4.5118 -5.3011 0.0854
H23 -3.1533 -3.0481 -4.6294
H24 -2.3063 6.3962 2.9503
H25 3.2687 -0.0378 2.1382
H26 -3.2107 4.0637 1.0307
H27 -3.5689 0.2212 1.5892
H28 4.0252 -7.1560 2.1132
H29 3.8677 -0.6761 3.6460
H30 -7.0410 3.2055 -0.6440
H31 -2.7346 1.3035 0.6780
H32 6.5132 -1.8952 1.6633
H33 1.1961 -1.5459 2.5232
H34 -2.0884 2.8564 2.0831
H35 6.7656 -1.2615 -1.8733
H36 3.5479 3.9062 3.5678
H37 -0.9666 -2.6436 2.6980
H38 3.3149 -0.3376 -2.1287
H39 -4.4419 3.2529 2.0781
H40 -3.8759 0.0822 -1.3298
H41 4.1242 -2.3294 -1.3982
H42 -5.4688 -0.9839 1.1131
H43 2.9439 5.3889 4.3940
H44 1.5153 -2.8763 0.4067
H45 -7.6126 2.4162 -2.1533
H46 1.0976 1.8929 2.6058
H47 -1.9214 2.8178 -0.1803
H48 3.1098 2.8112 1.7699
H49 -1.1748 -5.1384 -0.1669
H50 1.3519 2.9119 -0.7561
H51 1.2846 2.9326 -4.8613
H52 -2.5922 -5.2846 -5.4472
H53 2.0078 -6.0808 1.8040
H54 -0.9578 0.9868 3.1005
H55 -0.7289 -3.0015 4.4046
H56 1.4690 -1.8948 4.0704
H57 -1.0440 3.3577 3.2224
H58 0.5668 4.3747 1.3685
H59 6.4021 -3.0037 -1.7165
H60 -6.1302 4.8512 0.5261
H61 -0.4220 -0.3887 4.7153
H62 2.0778 5.0749 0.9492
H63 0.3644 4.2161 -4.0300
H64 -5.7993 6.4768 0.7578
H65 -2.7550 -5.5204 -0.9357
H66 5.5840 -7.0171 1.1555
H67 -5.7941 1.3239 0.6481
H68 -4.4068 -1.9090 -0.0457
H69 4.6510 0.3850 -2.2437
H70 -1.0573 -4.5543 -5.9966
H71 2.6009 -3.8166 2.1093
H72 2.9321 1.9886 -0.6599
H73 -3.5185 -4.5569 -2.9260
H74 -2.3684 -3.9152 -0.1200
H75 -3.4028 4.4700 4.0011
H76 4.7849 -3.7629 0.9301
H77 -5.9285 -1.1463 -0.5423
H78 -0.3552 2.2405 -2.4024
H79 3.1208 -2.5912 0.2475
H80 -1.3277 5.3982 2.0069
H81 -3.1577 -3.0186 -2.2844
H82 -3.8984 3.6646 -2.7200
H83 -2.0121 -0.1170 3.3722
H84 5.9376 -2.1943 -3.2237
H85 -1.0542 2.0015 -5.2991
H86 -6.0029 3.2198 -2.0001
H87 -2.0608 -0.3806 -1.8617
H88 3.6296 1.0015 3.5631
H89 -4.6262 5.5549 -0.0700
H90 -2.7900 2.5328 -2.0342
H91 -1.0240 5.3900 3.6962
H92 0.2903 2.3097 1.3655

Results
HOMO-LUMO gap, eV: 7.9880
Net charge: 0
E_tot, Ha: -2676.69140
F_max, hartree/bohr: 0.0797